# C13H27AsF6Hg2O7S3

A molecular structure, C13H27AsF6Hg2O7S3 at a distorted geometry (wB97M-V/def2-TZVPD, OMol25).

Each line ends with the natural charge from an NBO analysis.
CARTESIAN COORDINATES (ANGSTROEM)
Hg  1.297  -0.589  -4.014  1.3972
Hg  3.490  -0.299  -1.397  1.6290
C  0.335  -0.807  -0.711  -0.2759
O  1.366  -1.017  -1.608  -0.8820
H  0.142  0.266  -0.724  0.1889
H  -0.555  -1.323  -1.070  0.2248
H  0.567  -1.185  0.285  0.2229
As  -2.299  0.907  -3.611  2.7787
F  -4.075  1.038  -3.618  -0.5765
F  -2.013  2.650  -3.836  -0.5828
F  -0.526  0.559  -3.713  -0.7162
F  -2.611  -0.877  -3.396  -0.6189
F  -2.270  0.657  -5.386  -0.5932
F  -2.093  1.105  -1.807  -0.6195
C  2.311  -2.457  3.114  -0.4212
C  2.392  -0.969  3.385  -0.4078
C  3.645  -0.362  2.712  -0.7035
S  4.495  -1.662  1.808  2.1964
O  5.865  -1.824  2.155  -0.8667
O  4.133  -1.497  0.441  -1.0999
C  3.602  -3.018  2.576  -0.6486
H  1.673  -2.739  2.276  0.2103
H  1.921  -2.948  4.006  0.2620
H  2.577  -0.732  4.433  0.2447
H  1.453  -0.567  3.003  0.2381
H  4.172  0.202  3.481  0.2849
H  3.563  0.453  1.992  0.2449
H  4.235  -3.219  3.440  0.2687
H  3.682  -3.883  1.918  0.2706
C  -5.952  -2.091  0.785  -0.4018
C  -5.028  -1.026  0.169  -0.4082
C  -3.862  -1.729  -0.628  -0.6382
S  -3.661  -3.422  -0.053  2.0087
O  -2.320  -3.488  0.654  -0.8755
O  -4.087  -4.455  -1.060  -0.8299
C  -4.962  -3.282  1.294  -0.5737
H  -6.643  -2.587  0.104  0.2331
H  -6.541  -1.804  1.657  0.2496
H  -4.644  -0.309  0.894  0.2252
H  -5.488  -0.447  -0.632  0.2512
H  -2.924  -1.186  -0.505  0.2474
H  -4.093  -1.717  -1.693  0.2821
H  -4.440  -2.942  2.188  0.2431
H  -5.531  -4.207  1.390  0.2678
C  2.233  5.126  -0.490  -0.4443
C  1.431  4.595  -1.749  -0.3965
C  0.851  3.229  -1.282  -0.5810
S  2.066  2.705  0.054  2.0760
O  2.791  1.465  -0.203  -1.1064
O  1.497  2.913  1.386  -0.8671
C  3.270  4.079  -0.082  -0.6155
H  1.421  5.375  0.194  0.2503
H  2.609  6.111  -0.764  0.2635
H  2.130  4.418  -2.566  0.2088
H  0.643  5.282  -2.057  0.2677
H  1.050  2.494  -2.061  0.2082
H  -0.180  3.119  -0.945  0.2939
H  3.942  3.835  -0.904  0.2238
H  3.947  4.085  0.772  0.2879

- E (eV) = -146226.37445
- strongest force on any atom (Eh/bohr) = 0.1131
- total charge = +2
- gap between HOMO and LUMO (eV) = 2.06